The following is a quantum chemistry calculation of C32H84CdN5O13 as an isolated structure at a distorted geometry, from OMol25.

Last column: Mulliken charge in e.
Element x y z (Å)
Cd: -1.65 -3.84 -0.59  1.15
C: -1.30 0.43 -1.62  -1.85
C: -0.57 -0.88 -1.39  0.68
O: -1.40 -1.86 -0.84  0.17
H: -0.61 1.25 -1.82  0.14
H: -1.79 0.77 -0.70  0.64
H: -2.04 0.42 -2.42  0.47
H: 0.28 -0.64 -0.73  -0.42
H: -0.12 -1.21 -2.34  -0.14
O: -3.32 -3.62 0.62  -0.45
H: -3.62 -2.69 0.80  0.44
H: -4.11 -4.17 0.77  0.25
O: -4.03 -0.93 0.30  -0.75
H: -3.23 -0.95 -0.25  0.21
H: -4.55 -0.20 -0.05  0.33
C: 3.18 6.39 5.66  -0.78
O: 2.94 5.33 4.76  -0.29
C: 2.28 4.27 5.42  -0.58
C: 2.32 3.03 4.54  -0.57
N: 1.63 3.30 3.26  -0.40
C: 1.84 2.19 2.33  -0.32
C: 1.50 2.59 0.90  0.26
O: 2.71 2.80 0.17  -0.43
C: 2.48 3.02 -1.21  -0.68
H: 3.94 6.19 6.42  0.29
H: 2.24 6.69 6.13  0.32
H: 3.58 7.24 5.12  0.25
H: 1.22 4.47 5.62  0.33
H: 2.81 4.07 6.36  0.43
H: 1.75 2.23 5.03  0.29
H: 3.33 2.64 4.36  0.36
H: 2.20 4.03 2.83  0.32
H: 1.17 1.38 2.64  -0.27
H: 2.88 1.84 2.28  0.50
H: 0.83 3.46 0.89  0.40
H: 1.05 1.73 0.38  -0.37
H: 2.13 4.06 -1.24  0.40
H: 1.82 2.31 -1.74  0.04
H: 3.44 2.90 -1.71  0.33
C: -4.30 -4.08 5.70  -0.77
O: -3.60 -3.40 4.66  -0.26
C: -3.82 -1.99 4.80  -0.83
C: -3.06 -1.31 3.68  0.05
N: -1.62 -1.28 3.98  -0.46
C: -0.87 -1.04 2.75  -0.14
C: 0.62 -1.26 3.00  -0.51
O: 0.76 -2.64 3.31  -0.36
C: 2.03 -2.96 3.86  -0.75
H: -4.03 -5.13 5.62  0.23
H: -5.39 -4.05 5.59  0.31
H: -3.96 -3.70 6.66  0.32
H: -3.52 -1.66 5.80  0.42
H: -4.90 -1.79 4.75  0.52
H: -3.32 -0.26 3.55  0.34
H: -3.24 -1.94 2.80  -0.21
H: -1.30 -2.19 4.32  0.34
H: -1.02 -0.04 2.34  0.37
H: -1.14 -1.77 1.98  0.10
H: 1.00 -0.62 3.80  0.45
H: 1.20 -1.03 2.09  0.21
H: 2.82 -2.81 3.12  0.26
H: 1.98 -4.01 4.15  0.26
H: 2.25 -2.38 4.76  0.32
C: 0.50 0.79 -4.41  -0.16
O: 0.96 0.14 -5.58  -0.48
C: -0.03 0.10 -6.61  -0.62
C: -0.95 -1.10 -6.40  -0.51
N: -0.19 -2.31 -6.04  -0.38
C: -0.84 -3.17 -5.06  -0.08
C: -2.10 -3.79 -5.64  -0.56
O: -2.67 -4.62 -4.65  -0.26
C: -3.50 -5.65 -5.18  -0.78
H: -0.48 0.39 -4.14  -0.05
H: 0.50 1.87 -4.54  0.28
H: 1.19 0.55 -3.60  0.11
H: 0.48 0.04 -7.57  0.39
H: -0.54 1.07 -6.56  0.34
H: -1.46 -1.39 -7.32  0.44
H: -1.67 -0.88 -5.61  0.19
H: 0.73 -2.06 -5.69  0.34
H: -1.04 -2.63 -4.12  -0.18
H: -0.16 -3.97 -4.72  0.42
H: -1.85 -4.35 -6.55  0.37
H: -2.82 -3.00 -5.88  0.28
H: -2.89 -6.40 -5.69  0.33
H: -4.24 -5.25 -5.88  0.32
H: -4.04 -6.07 -4.34  0.21
C: -4.81 8.02 -1.04  -0.59
O: -5.30 6.85 -1.66  -0.36
C: -6.09 6.03 -0.81  -0.71
C: -5.19 5.09 -0.03  -0.41
N: -4.30 4.35 -0.90  -0.32
C: -3.17 3.72 -0.20  -0.40
C: -2.00 4.69 -0.05  0.35
O: -1.52 5.14 -1.31  -0.47
C: -1.00 4.14 -2.17  -0.18
H: -4.37 8.67 -1.80  0.25
H: -3.96 7.80 -0.39  0.19
H: -5.61 8.55 -0.51  0.31
H: -6.77 5.48 -1.46  0.31
H: -6.74 6.66 -0.18  0.41
H: -5.85 4.39 0.50  0.33
H: -4.64 5.67 0.72  0.30
H: -3.87 4.98 -1.57  0.36
H: -2.81 2.89 -0.80  -0.12
H: -3.53 3.34 0.76  0.51
H: -1.16 4.22 0.48  -0.50
H: -2.19 5.63 0.48  0.39
H: -1.82 3.84 -2.83  0.32
H: -0.55 3.31 -1.62  -0.22
H: -0.19 4.54 -2.78  0.39
C: 3.58 -0.12 -0.53  -0.16
O: 4.07 -1.42 -0.82  -0.51
C: 3.09 -2.43 -0.71  0.66
C: 3.75 -3.76 -0.99  -0.97
N: 4.87 -3.94 -0.05  -0.20
C: 5.42 -5.31 -0.17  -0.59
C: 6.84 -5.29 0.42  -0.49
O: 7.36 -6.59 0.22  -0.28
C: 8.70 -6.74 0.56  -0.77
H: 4.33 0.62 -0.82  0.35
H: 3.45 -0.01 0.55  0.24
H: 2.70 0.02 -1.16  -0.15
H: 2.26 -2.21 -1.40  0.08
H: 2.73 -2.40 0.32  -0.26
H: 4.16 -3.90 -2.00  0.49
H: 2.98 -4.50 -0.72  0.27
H: 5.56 -3.25 -0.30  0.22
H: 5.53 -5.61 -1.22  0.30
H: 4.76 -5.96 0.39  0.24
H: 6.71 -5.12 1.49  0.29
H: 7.52 -4.53 0.03  0.37
H: 9.38 -5.97 0.18  0.32
H: 9.08 -7.65 0.09  0.26
H: 8.93 -6.95 1.61  0.30

Calculated values
Charge = +1
Total energy = -2688.69668 Eh
Spin multiplicity = 1



The following is a quantum chemistry calculation of C32H84F6K2N12O8P4 as an isolated structure at a distorted geometry, from OMol25.

Last column: Mulliken spin population.
Element x y z (Å)
K: -2.70 -1.11 -4.08  0.00
K: -2.25 3.17 -1.82  0.00
C: -5.01 0.39 -1.13  0.00
O: -4.88 1.72 -0.53  0.00
O: -4.58 0.49 -2.49  0.00
C: -4.42 -0.88 -0.28  0.00
F: -4.21 -1.91 -1.09  0.00
F: -3.18 -0.58 0.18  0.00
F: -5.11 -1.33 0.73  0.00
C: -5.74 2.12 0.55  0.00
C: -5.13 3.40 1.23  0.00
H: -5.82 3.72 2.01  0.00
H: -4.10 3.25 1.57  0.00
H: -4.96 4.25 0.57  0.00
H: -5.69 1.37 1.34  0.00
H: -6.80 2.25 0.32  0.00
H: -6.07 0.16 -1.24  0.00
C: 0.52 0.14 -2.79  0.00
O: -0.32 -0.90 -2.16  0.00
O: -0.26 0.57 -3.88  0.00
C: 1.14 1.20 -1.78  0.00
F: 1.25 0.64 -0.53  0.00
F: 2.21 1.81 -2.35  0.00
F: 0.26 2.13 -1.53  0.00
C: 0.25 -2.16 -1.67  0.00
C: -0.70 -2.67 -0.51  0.00
H: -1.69 -2.87 -0.92  0.00
H: -0.29 -3.60 -0.10  0.00
H: -0.70 -1.93 0.30  0.00
H: 1.24 -2.06 -1.24  0.00
H: 0.41 -2.77 -2.56  0.00
H: 1.35 -0.45 -3.17  0.00
O: 6.44 -0.34 2.69  0.01
P: 5.14 -1.04 2.62  -0.03
N: 4.60 -1.34 1.07  0.39
C: 3.19 -1.72 0.85  -0.04
C: 5.50 -1.38 -0.09  -0.01
N: 3.84 -0.21 3.49  0.01
C: 3.50 1.15 3.06  0.00
C: 3.61 -0.42 4.89  0.00
N: 5.18 -2.57 3.32  0.50
C: 4.01 -3.56 3.48  -0.02
C: 6.44 -3.15 3.67  -0.01
H: 3.08 -2.63 0.25  0.01
H: 2.76 -0.86 0.35  0.03
H: 2.55 -1.86 1.73  0.01
H: 5.89 -0.41 -0.40  0.02
H: 5.27 -2.01 -0.96  0.00
H: 6.41 -1.73 0.38  0.02
H: 4.39 1.77 2.95  0.00
H: 3.01 1.06 2.09  0.00
H: 2.83 1.59 3.79  0.00
H: 3.65 -1.39 5.39  0.00
H: 4.27 0.29 5.40  0.00
H: 2.61 -0.11 5.20  0.00
H: 3.15 -2.96 3.75  0.00
H: 3.82 -3.73 2.42  0.03
H: 4.09 -4.45 4.10  0.01
H: 6.47 -3.20 4.76  0.04
H: 7.27 -2.59 3.25  0.01
H: 6.45 -4.18 3.30  0.02
O: -1.60 -3.32 -5.45  0.00
P: -1.08 -4.59 -6.03  0.00
N: -1.64 -4.96 -7.57  0.00
C: -3.07 -4.90 -7.79  0.00
C: -0.91 -4.84 -8.85  0.00
N: -1.54 -5.93 -5.08  0.00
C: -1.90 -7.28 -5.61  0.00
C: -1.14 -5.77 -3.69  0.00
N: 0.66 -4.73 -6.02  0.00
C: 1.38 -6.02 -5.87  0.00
C: 1.57 -3.61 -5.71  0.00
H: -3.61 -5.36 -6.96  0.00
H: -3.37 -5.42 -8.70  0.00
H: -3.41 -3.87 -7.80  0.00
H: -0.47 -3.85 -8.94  0.00
H: -1.58 -5.14 -9.65  0.00
H: -0.01 -5.46 -8.84  0.00
H: -2.95 -7.31 -5.91  0.00
H: -1.12 -7.57 -6.31  0.00
H: -1.74 -7.96 -4.77  0.00
H: -0.39 -6.50 -3.37  0.00
H: -0.74 -4.77 -3.55  0.00
H: -2.01 -5.81 -3.02  0.00
H: 0.95 -6.76 -5.20  0.00
H: 1.42 -6.56 -6.82  0.00
H: 2.40 -5.84 -5.54  0.00
H: 1.04 -2.66 -5.70  0.00
H: 2.27 -3.56 -6.54  0.00
H: 2.03 -3.95 -4.78  0.00
O: -0.70 5.40 -1.04  0.00
P: 0.26 6.33 -0.36  0.00
N: 0.27 6.11 1.43  0.00
C: 1.34 5.24 2.04  0.00
C: -1.02 6.08 2.10  0.00
N: 0.00 8.05 -0.81  0.00
C: -0.52 8.24 -2.16  0.00
C: 0.06 9.25 -0.01  0.00
N: 1.87 6.01 -0.71  0.00
C: 2.37 4.96 -1.55  0.00
C: 2.88 7.17 -0.55  0.00
H: 2.32 5.33 1.56  0.00
H: 1.11 4.17 2.01  0.00
H: 1.50 5.48 3.09  0.00
H: -0.99 5.91 3.17  0.00
H: -1.59 5.23 1.70  0.00
H: -1.72 6.87 1.81  0.00
H: -0.23 9.14 -2.70  0.00
H: -0.02 7.47 -2.75  0.00
H: -1.60 8.09 -2.17  0.00
H: -0.84 9.40 0.60  0.00
H: 0.85 9.28 0.74  0.00
H: 0.22 10.16 -0.60  0.00
H: 1.82 4.83 -2.48  0.00
H: 3.42 5.09 -1.82  0.00
H: 2.18 4.06 -0.96  0.00
H: 3.89 6.84 -0.77  0.00
H: 2.77 7.68 0.40  0.00
H: 2.74 7.93 -1.32  0.00
O: -1.59 0.31 6.74  0.00
P: -1.88 -0.03 5.33  0.00
N: -3.22 0.60 4.61  0.00
C: -3.63 2.04 4.79  0.00
C: -3.74 0.02 3.36  0.00
N: -2.15 -1.76 5.18  0.00
C: -0.99 -2.54 5.43  0.00
C: -3.27 -2.39 5.76  0.00
N: -0.61 0.47 4.28  0.00
C: -0.20 -0.26 3.10  0.00
C: 0.32 1.40 4.78  0.00
H: -3.22 2.50 5.69  0.00
H: -4.72 2.12 4.87  0.00
H: -3.36 2.77 4.02  0.00
H: -4.70 -0.41 3.65  0.00
H: -3.05 -0.71 2.95  0.00
H: -3.93 0.77 2.58  0.00
H: -0.82 -2.61 6.51  0.00
H: -1.06 -3.46 4.86  0.00
H: -0.11 -1.99 5.09  0.00
H: -4.16 -1.77 5.72  0.00
H: -3.56 -3.35 5.32  0.00
H: -3.18 -2.47 6.84  0.00
H: 0.41 -1.13 3.34  0.00
H: -1.11 -0.67 2.66  0.00
H: 0.21 0.43 2.37  0.00
H: -0.07 2.28 5.29  0.00
H: 0.78 1.83 3.90  0.00
H: 1.06 0.89 5.40  0.00

Calculated values
Charge = +1
Total energy = -5692.91312 Eh
⟨S²⟩ = 0.760
Spin multiplicity = 2